No. 1
ORCA calculation (the ωB97M-V functional and the def2-TZVPD basis) on a structure of composition C46H39BN4O6P2Tl.

Geometry as XYZ:
```
99
Properties=species:S:1:pos:R:3:forces:R:3:lowdin_charge:R:1
Tl 1.6575 0.0198 -2.1058 0.1 0.1 -0.1 0.988
C 1.4252 -6.2264 -2.2617 0.0 0.1 0.0 -0.009
O 1.8212 -4.8859 -2.5879 0.1 0.0 -0.1 -0.077
C 1.1863 -4.3208 -3.6663 0.0 0.0 0.1 -0.191
C 1.1938 -4.8658 -4.9352 0.0 0.0 -0.1 0.018
C 0.5167 -4.2204 -5.9631 0.0 0.0 0.0 -0.056
C -0.1566 -3.0412 -5.7076 0.0 0.0 0.0 -0.026
C -0.1370 -2.4574 -4.4386 -0.1 0.0 0.0 -0.115
C -0.9067 -1.2211 -4.2448 0.1 0.0 -0.1 -0.052
N -0.5667 -0.2719 -3.4686 -0.1 0.1 0.2 -0.038
N -1.4561 0.7951 -3.5454 -0.1 -0.1 -0.1 0.108
C -1.7754 1.4145 -2.4810 0.0 -0.1 0.2 -0.322
O -1.3230 1.0490 -1.2554 0.1 0.0 -0.3 -0.158
C -2.8106 2.4705 -2.6671 0.1 0.1 0.0 -0.175
C -3.9728 2.4999 -1.9086 0.0 0.0 0.0 -0.026
C -4.9455 3.4582 -2.1636 0.0 0.0 0.0 -0.063
C -4.7610 4.3898 -3.1717 0.0 0.0 0.0 -0.071
C -3.6082 4.3479 -3.9487 0.0 0.0 0.0 -0.067
C -2.6446 3.3862 -3.7070 0.1 0.0 0.1 -0.042
C 0.5477 -3.1083 -3.4164 -0.1 0.0 -0.1 -0.123
O 0.5577 -2.5827 -2.1633 0.2 0.0 0.0 0.124
H 2.1194 -6.5718 -1.5008 0.0 0.0 0.0 0.105
H 1.4895 -6.8724 -3.1358 0.0 0.0 0.0 0.090
H 0.4080 -6.2295 -1.8677 0.0 0.0 0.0 0.110
H 1.7224 -5.7924 -5.1158 0.0 0.0 0.0 0.125
H 0.5087 -4.6474 -6.9558 0.0 0.0 0.0 0.112
H -0.7095 -2.5493 -6.4980 0.0 0.0 0.0 0.120
H -1.8125 -1.1085 -4.8416 0.0 0.0 -0.1 0.140
H -4.1394 1.7637 -1.1364 0.0 0.0 0.0 0.104
H -5.8516 3.4673 -1.5720 0.0 0.0 0.0 0.108
H -5.5180 5.1382 -3.3652 0.0 0.0 0.0 0.107
H -3.4664 5.0624 -4.7488 0.0 0.0 0.0 0.108
H -1.7503 3.3360 -4.3140 0.0 0.0 0.0 0.119
C -0.3784 3.0015 3.1395 0.0 0.1 -0.1 -0.116
N -0.1385 2.0578 2.0676 0.0 -0.1 -0.1 -0.290
P -0.8093 1.7529 0.1987 0.0 0.3 0.6 0.895
C -2.4488 2.1307 0.8271 0.0 0.0 -0.1 -0.289
C -3.2979 1.0651 1.1192 0.0 0.0 0.0 -0.102
C -4.5665 1.3135 1.6175 0.0 0.0 0.0 -0.068
C -4.9948 2.6221 1.8114 0.0 0.0 0.0 -0.066
C -4.1487 3.6803 1.5185 0.0 0.0 0.0 -0.062
C -2.8699 3.4389 1.0330 0.0 0.0 0.0 -0.094
C 0.1622 3.1390 -0.4370 0.0 0.0 -0.2 -0.247
C -0.4095 4.1476 -1.2073 0.0 0.0 0.1 -0.070
C 0.3815 5.1540 -1.7434 0.0 0.0 0.0 -0.052
C 1.7509 5.1524 -1.5287 0.0 0.0 0.0 -0.059
C 2.3276 4.1541 -0.7549 0.0 0.0 0.0 -0.058
C 1.5373 3.1613 -0.2000 0.0 -0.1 0.0 -0.093
P 0.5607 0.6268 2.1436 0.0 -0.2 0.0 0.876
C 2.3440 0.6086 2.2977 0.0 0.0 0.0 -0.290
C 2.8643 1.2461 3.4272 0.0 0.0 0.0 -0.072
C 4.2339 1.3769 3.5780 0.0 0.0 0.0 -0.059
C 5.0867 0.8762 2.6017 0.0 0.0 0.0 -0.058
C 4.5726 0.2323 1.4864 0.0 0.0 0.0 -0.057
C 3.2004 0.0863 1.3332 0.0 0.0 0.0 -0.080
C -0.0718 -0.4733 3.3928 0.0 0.0 0.0 -0.258
C 0.7095 -1.4965 3.9255 0.0 0.0 0.0 -0.057
C 0.1675 -2.3467 4.8775 0.0 0.0 0.0 -0.060
C -1.1425 -2.1727 5.2985 0.0 0.0 0.0 -0.058
C -1.9231 -1.1497 4.7722 0.0 0.0 0.0 -0.059
C -1.3907 -0.2998 3.8197 0.0 0.0 0.0 -0.071
H -1.2270 3.6376 2.8895 0.0 0.0 0.0 0.065
H 0.4854 3.6509 3.3046 0.0 0.0 0.0 0.080
H -0.6207 2.4979 4.0801 0.0 0.0 0.0 0.078
H -2.9711 0.0469 0.9386 0.0 0.0 0.0 0.123
H -5.2280 0.4871 1.8425 0.0 0.0 0.0 0.113
H -5.9900 2.8140 2.1902 0.0 0.0 0.0 0.110
H -4.4834 4.6991 1.6632 0.0 0.0 0.0 0.114
H -2.2159 4.2708 0.8034 0.0 0.0 0.0 0.108
H -1.4753 4.1743 -1.3766 -0.1 0.0 -0.1 0.095
H -0.0788 5.9381 -2.3301 0.0 0.0 0.0 0.114
H 2.3676 5.9325 -1.9550 0.0 0.0 0.0 0.112
H 3.3943 4.1518 -0.5736 0.0 0.0 0.0 0.114
H 1.9984 2.4042 0.4204 0.0 0.0 0.0 0.082
H 2.2001 1.6448 4.1868 0.0 0.0 0.0 0.113
H 4.6368 1.8722 4.4511 0.0 0.0 0.0 0.112
H 6.1573 0.9853 2.7158 0.0 0.0 0.0 0.112
H 5.2423 -0.1590 0.7322 0.0 0.0 0.0 0.113
H 2.7864 -0.4436 0.4858 0.0 0.0 0.0 0.052
H 1.7336 -1.6308 3.5990 0.0 0.0 0.0 0.110
H 0.7697 -3.1436 5.2924 0.0 0.0 0.0 0.111
H -1.5586 -2.8353 6.0461 0.0 0.0 0.0 0.112
H -2.9414 -1.0143 5.1113 0.0 0.0 0.0 0.111
H -1.9871 0.5064 3.4100 0.0 0.0 0.0 0.092
O 0.4593 -0.6786 -0.2085 -0.1 -0.1 0.1 -0.425
N 0.0118 0.3319 0.6073 0.2 0.0 -0.1 -0.374
O 2.5383 -2.7938 -0.7593 -0.1 0.0 0.0 0.174
B 1.2354 -3.1541 -1.1022 -0.1 -0.1 0.1 -0.812
O 0.6478 -3.9853 -0.1650 0.0 0.0 0.0 0.242
C 1.6504 -4.2254 0.7465 -0.1 0.0 0.0 -0.182
C 1.6215 -5.0523 1.8431 0.0 0.0 0.1 0.013
C 2.7944 -5.1349 2.5952 0.0 0.0 0.0 -0.084
C 3.9328 -4.4224 2.2398 0.0 0.0 0.0 -0.080
C 3.9512 -3.5962 1.1150 0.0 0.0 0.0 0.011
C 2.7872 -3.5134 0.3898 0.0 0.0 0.0 -0.183
H 0.7331 -5.6123 2.0995 0.0 0.0 0.0 0.125
H 2.8201 -5.7776 3.4651 0.0 0.0 0.0 0.105
H 4.8296 -4.5217 2.8363 0.0 0.0 0.0 0.105
H 4.8412 -3.0626 0.8141 0.0 0.0 0.0 0.120
```
Forces are in eV/Å.

Computed properties:
Strongest force on any atom = 0.66 eV/Å
Calculated total energy = -90525.3914 eV
Gap between HOMO and LUMO = 8.15 eV
Energy above the lowest of the compared OMol25 structures with the same formula, charge and spin = 0.0 kcal per mole
Total charge = +1
Spin multiplicity = 1

=====

No. 2
ORCA calculation (the ωB97M-V functional and the def2-TZVPD basis) on a structure of composition C46H39BN6O3PPtSi.

Geometry as XYZ:
```
98
Properties=species:S:1:pos:R:3:forces:R:3:lowdin_charge:R:1
Pt 0.5159 -0.2985 1.0992 0.2 -0.1 0.2 1.459
C 3.5898 0.5214 -1.6035 0.0 0.0 0.0 -0.015
C 2.3122 0.0679 -1.2990 -0.1 0.1 0.0 -0.106
N 2.1054 0.2179 0.0088 0.0 -0.1 -0.3 -0.106
N 3.1967 0.7726 0.5598 0.0 0.0 0.0 0.011
C 4.1092 0.9604 -0.3991 0.0 0.0 0.0 -0.033
B 3.2612 0.9886 2.0801 -0.1 -0.1 0.2 -0.482
N 2.0860 1.8559 2.5385 0.2 0.2 -0.3 -0.006
C 2.0058 2.8910 3.3857 0.0 -0.1 0.2 -0.036
C 0.6740 3.1127 3.6784 0.0 0.0 0.0 -0.024
C -0.0176 2.1529 2.9416 0.1 0.1 0.0 -0.096
N 0.8516 1.4161 2.2582 -0.4 0.4 0.3 -0.094
N 3.0092 -0.4144 2.7088 0.1 0.0 -0.2 -0.005
C 3.7957 -1.1014 3.5363 0.0 0.0 0.1 -0.038
C 3.2025 -2.3189 3.8133 0.1 0.0 0.1 -0.015
C 2.0232 -2.3034 3.0900 -0.2 0.0 -0.1 -0.100
N 1.9110 -1.1516 2.4120 -0.2 -0.2 0.3 -0.075
H 4.0592 0.5441 -2.5705 0.0 0.0 0.0 0.114
H 1.5312 -0.3138 -1.9349 0.1 0.0 0.0 0.109
H 5.0625 1.3988 -0.1573 0.0 0.0 0.0 0.138
H 4.3169 1.4289 2.4118 0.0 0.0 0.0 0.130
H 2.8998 3.3755 3.7405 0.0 0.0 0.0 0.135
H 0.2584 3.8619 4.3274 0.0 0.0 0.0 0.110
H -1.0763 1.9742 2.8628 0.0 0.0 0.0 0.112
H 4.7198 -0.6702 3.8817 0.0 0.0 0.0 0.135
H 3.5630 -3.0999 4.4579 0.0 0.0 0.0 0.110
H 1.2625 -3.0642 3.0382 0.1 0.1 0.0 0.102
O -1.5606 -1.2393 4.0271 0.0 -0.1 0.1 0.158
C -1.3191 -1.7198 2.9584 -0.3 0.6 0.0 -0.526
O -1.2738 -0.9885 1.8159 0.1 0.5 0.7 -0.295
C -1.0830 -3.1499 2.6904 0.0 -0.3 0.2 -0.174
C -1.3060 -4.1186 3.6563 0.0 0.0 0.0 0.016
C -0.9999 -5.4413 3.3771 0.0 0.0 0.1 -0.036
C -0.4597 -5.7870 2.1470 0.0 0.0 -0.1 -0.039
C -0.2213 -4.8140 1.1846 0.0 0.1 0.1 -0.055
C -0.5383 -3.4871 1.4618 0.3 -0.4 -0.4 -0.267
P -0.3309 -2.1871 0.2223 -0.1 -0.9 -1.4 1.009
C 0.8891 -2.8018 -0.9950 0.1 0.0 0.2 -0.347
C 2.1107 -3.2893 -0.5213 0.0 0.0 0.1 -0.100
C 3.1505 -3.5669 -1.3918 0.0 0.0 0.0 -0.058
C 2.9913 -3.3500 -2.7553 0.0 0.0 0.0 -0.059
C 1.7914 -2.8516 -3.2363 0.0 0.0 0.0 -0.058
C 0.7481 -2.5730 -2.3624 -0.1 0.0 0.0 -0.103
C -1.8985 -2.1997 -0.6971 -0.1 0.1 0.2 -0.296
C -2.1369 -3.3424 -1.4648 0.1 -0.1 0.0 -0.091
C -3.3391 -3.5034 -2.1333 0.0 0.0 0.0 -0.060
C -4.3198 -2.5271 -2.0414 0.0 0.0 0.0 -0.057
C -4.0999 -1.4029 -1.2607 0.0 0.0 0.0 -0.045
C -2.9026 -1.2413 -0.5796 0.0 0.0 0.0 -0.077
H -1.7166 -3.8230 4.6126 0.0 0.0 0.0 0.134
H -1.1833 -6.2049 4.1208 0.0 0.0 0.0 0.117
H -0.2176 -6.8191 1.9316 0.0 0.0 0.0 0.116
H 0.2113 -5.0900 0.2326 0.0 0.0 0.0 0.110
H 2.2572 -3.4507 0.5412 0.0 0.0 0.0 0.098
H 4.0863 -3.9513 -1.0076 0.0 0.0 0.0 0.113
H 3.8027 -3.5673 -3.4373 0.0 0.0 0.0 0.112
H 1.6635 -2.6699 -4.2953 0.0 0.0 0.0 0.115
H -0.1663 -2.1529 -2.7578 -0.1 0.0 0.0 0.098
H -1.3884 -4.1211 -1.5408 0.0 0.0 0.0 0.107
H -3.5064 -4.3934 -2.7250 0.0 0.0 0.0 0.111
H -5.2562 -2.6496 -2.5695 0.0 0.0 0.0 0.112
H -4.8631 -0.6404 -1.1718 0.0 0.0 0.0 0.117
H -2.7486 -0.3643 0.0216 0.0 0.0 0.0 0.069
O -0.6433 0.5477 -0.2168 0.0 0.5 -0.1 -0.487
Si -0.8909 2.0579 -0.8655 -0.1 -0.4 0.0 0.534
C 0.3397 3.3889 -0.3967 0.1 0.0 0.0 -0.225
C 1.6058 3.4320 -0.9896 0.0 0.0 0.0 -0.114
C 2.5286 4.4126 -0.6592 0.0 0.0 0.0 -0.076
C 2.1943 5.3897 0.2700 0.0 0.0 0.0 -0.078
C 0.9362 5.3817 0.8526 0.0 0.0 0.0 -0.080
C 0.0217 4.3916 0.5212 -0.1 0.0 0.0 -0.093
C -0.8290 1.7836 -2.7147 0.0 0.0 0.0 -0.221
C -1.2793 0.5714 -3.2512 0.0 -0.1 0.1 -0.091
C -1.2660 0.3453 -4.6188 0.0 0.0 0.0 -0.082
C -0.8034 1.3315 -5.4803 0.0 0.0 0.0 -0.082
C -0.3664 2.5442 -4.9704 0.0 0.0 0.0 -0.075
C -0.3810 2.7663 -3.5990 0.0 0.0 0.0 -0.091
C -2.6086 2.5585 -0.3239 0.0 -0.1 0.1 -0.229
C -3.3926 3.4308 -1.0801 0.1 0.0 0.0 -0.078
C -4.6526 3.8185 -0.6481 0.0 0.0 0.0 -0.075
C -5.1538 3.3359 0.5528 0.0 0.0 0.0 -0.080
C -4.3947 2.4620 1.3174 0.0 0.0 0.0 -0.073
C -3.1353 2.0773 0.8783 0.0 0.0 0.0 -0.114
H 1.8656 2.7060 -1.7493 0.0 -0.1 0.0 0.088
H 3.4982 4.4291 -1.1419 0.0 0.0 0.0 0.105
H 2.9055 6.1659 0.5230 0.0 0.0 0.0 0.106
H 0.6632 6.1520 1.5627 0.0 0.0 0.0 0.108
H -0.9638 4.4084 0.9758 0.0 0.0 0.0 0.106
H -1.6645 -0.1999 -2.5868 0.1 0.1 -0.1 0.079
H -1.6285 -0.5947 -5.0170 0.0 0.0 0.0 0.104
H -0.7950 1.1573 -6.5484 0.0 0.0 0.0 0.105
H -0.0150 3.3189 -5.6396 0.0 0.0 0.0 0.106
H -0.0390 3.7204 -3.2153 0.0 0.0 0.0 0.102
H -3.0155 3.8104 -2.0241 0.0 0.0 0.0 0.106
H -5.2465 4.4947 -1.2491 0.0 0.0 0.0 0.106
H -6.1369 3.6371 0.8905 0.0 0.0 0.0 0.106
H -4.7861 2.0758 2.2501 0.0 0.0 0.0 0.107
H -2.5660 1.3668 1.4677 0.0 0.0 0.0 0.072
```
Forces are in eV/Å.

Computed properties:
Strongest force on any atom = 1.66 eV/Å
Calculated total energy = -84507.6539 eV
Gap between HOMO and LUMO = 7.81 eV
Energy above the lowest of the compared OMol25 structures with the same formula, charge and spin = 0.0 kcal per mole
Total charge = +1
Spin multiplicity = 1

=====

No. 3
ORCA calculation (the ωB97M-V functional and the def2-TZVPD basis) on a structure of composition C46H39Br2F3N5O5S2SbZr.

Geometry as XYZ:
```
104
Properties=species:S:1:pos:R:3:forces:R:3:lowdin_charge:R:1
Zr 0.0220 -0.7138 -0.0240 0.3 -0.5 0.4 1.656
C 0.3109 -3.0876 2.3450 0.1 0.0 0.0 -0.038
O 0.3540 -2.8154 0.9293 -0.1 0.1 0.0 -0.311
C 0.3345 -3.9324 0.0894 0.0 0.0 0.0 -0.264
C 0.1472 -5.2279 0.5239 0.0 0.0 0.1 -0.001
C 0.1405 -6.2431 -0.4247 0.0 0.0 0.0 -0.039
C 0.3188 -5.9563 -1.7696 0.0 0.0 0.0 -0.046
C 0.5078 -4.6494 -2.1881 0.0 0.0 -0.1 -0.010
C 0.5087 -3.6291 -1.2508 0.0 0.1 0.0 -0.231
N 0.6981 -2.2454 -1.5280 -0.2 0.2 -0.4 -0.083
N 1.0861 -2.0227 -2.7342 0.2 0.0 0.1 0.121
C 1.5328 -0.8376 -3.1717 0.0 0.0 0.0 -0.169
C 1.8586 0.2479 -2.3116 0.0 -0.1 0.0 -0.305
O 1.5438 0.1956 -1.0454 -0.5 0.1 0.0 -0.317
C 2.5568 1.3659 -2.8053 0.1 0.0 0.0 0.023
C 2.8411 1.4456 -4.1340 0.0 0.0 -0.1 0.045
C 2.4823 0.4225 -5.0611 0.0 0.0 0.0 -0.157
C 2.7804 0.5555 -6.4304 0.0 0.0 0.0 -0.009
C 2.4451 -0.4388 -7.3122 0.0 0.0 0.0 -0.047
C 1.8025 -1.5933 -6.8431 0.0 0.0 0.0 -0.040
C 1.4996 -1.7440 -5.5089 0.0 0.0 0.0 -0.015
C 1.8387 -0.7399 -4.5922 0.0 0.0 0.0 -0.095
H 1.1029 -3.7906 2.5932 0.0 0.0 0.0 0.115
H -0.6602 -3.4977 2.6184 0.0 0.0 0.0 0.114
H 0.4820 -2.1458 2.8481 0.0 0.0 0.0 0.047
H 0.0073 -5.4654 1.5678 0.0 0.0 0.0 0.119
H -0.0031 -7.2653 -0.1023 0.0 0.0 0.0 0.121
H 0.3144 -6.7562 -2.4971 0.0 0.0 0.0 0.119
H 0.6594 -4.4150 -3.2312 0.0 0.0 0.0 0.107
H 2.8516 2.1364 -2.1039 0.0 0.0 0.0 0.119
H 3.3609 2.3175 -4.5154 0.0 0.0 0.0 0.135
H 3.2797 1.4536 -6.7734 0.0 0.0 0.0 0.124
H 2.6747 -0.3382 -8.3641 0.0 0.0 0.0 0.118
H 1.5413 -2.3788 -7.5411 0.0 0.0 0.0 0.117
H 1.0014 -2.6392 -5.1631 0.0 0.0 0.0 0.102
Br -2.3911 -2.4742 -3.4062 0.0 0.0 0.1 0.693
C -3.5359 -2.3104 -1.8883 0.0 0.0 0.0 -0.952
Br -2.6033 -2.3608 -0.1713 0.0 0.0 -0.1 0.778
H -4.2155 -3.1515 -1.8699 0.0 0.0 0.0 0.012
H -4.0603 -1.3647 -1.9305 0.0 0.0 0.0 0.008
F 7.2676 2.4998 -1.3860 0.0 0.0 0.0 0.091
C 6.2387 2.0168 -0.6836 0.0 0.0 0.0 -0.274
C 5.3130 2.9031 -0.1656 0.0 0.0 0.0 0.007
C 4.2390 2.3957 0.5524 0.0 0.0 0.0 -0.119
C 4.1025 1.0230 0.7436 0.1 0.0 0.0 -0.386
C 5.0595 0.1569 0.2158 0.0 0.0 -0.1 -0.117
C 6.1385 0.6495 -0.5026 0.0 0.0 0.0 0.008
Sb 2.4489 0.2226 1.7772 -0.2 0.0 0.0 1.582
C 3.1329 0.0020 3.7581 0.1 0.1 0.0 -0.395
C 3.0446 -1.2142 4.4301 0.0 0.0 0.0 -0.126
C 3.5256 -1.3440 5.7255 0.0 0.0 0.0 0.008
C 4.0997 -0.2402 6.3259 0.0 0.0 0.0 -0.269
F 4.5608 -0.3549 7.5717 0.0 0.0 0.0 0.098
C 4.2199 0.9795 5.6813 0.0 0.0 0.0 0.019
C 3.7354 1.0934 4.3894 0.0 0.0 0.0 -0.111
C 1.2299 1.9537 1.9962 -0.1 0.1 0.0 -0.385
C 0.8246 2.7002 0.8854 0.0 0.0 0.1 -0.142
C -0.0924 3.7369 1.0160 0.0 0.0 -0.1 0.007
C -0.6051 4.0148 2.2681 0.0 0.0 0.0 -0.285
F -1.4742 5.0157 2.4039 0.0 0.0 0.0 0.098
C -0.2352 3.2928 3.3878 0.0 0.0 0.0 0.022
C 0.6821 2.2622 3.2437 0.0 0.0 -0.1 -0.113
H 5.4453 3.9661 -0.3188 0.0 0.0 0.0 0.129
H 3.5135 3.0862 0.9665 0.0 0.0 0.0 0.097
H 4.9759 -0.9157 0.3543 0.0 0.0 0.0 0.104
H 6.8949 -0.0030 -0.9178 0.0 0.0 0.0 0.129
H 2.6092 -2.0828 3.9486 0.0 0.0 0.0 0.080
H 3.4693 -2.2786 6.2674 0.0 0.0 0.0 0.128
H 4.6900 1.8099 6.1912 0.0 0.0 0.0 0.132
H 3.8326 2.0433 3.8757 0.0 0.0 0.0 0.110
H 1.2551 2.5097 -0.0900 0.0 0.0 0.0 0.084
H -0.3970 4.3411 0.1700 0.0 0.0 0.0 0.131
H -0.6583 3.5505 4.3499 0.0 0.0 0.0 0.136
H 0.9763 1.7050 4.1238 0.0 0.0 0.0 0.100
N -9.2794 0.5331 0.2684 0.0 0.0 0.0 0.140
C -8.0230 0.9905 0.5063 0.0 0.0 0.0 -0.296
C -7.4780 2.0287 -0.2714 0.0 0.0 0.0 -0.008
C -6.2019 2.4833 -0.0340 0.0 0.0 0.0 -0.056
C -5.4372 1.9018 0.9790 0.0 0.0 0.0 -0.320
C -5.9639 0.8734 1.7635 0.1 0.0 0.0 -0.054
C -7.2367 0.4191 1.5266 -0.1 0.0 0.0 -0.012
S -3.8515 2.4961 1.3032 0.0 -0.1 0.0 0.658
O -3.6543 3.7336 0.6201 0.0 0.0 0.0 -0.301
O -3.5068 2.2934 2.6737 0.0 0.0 0.1 -0.258
N -2.7932 1.3954 0.5359 -0.1 0.2 0.1 -0.033
C -2.3575 1.4614 -0.7316 0.1 0.0 -0.1 -0.638
S -2.9349 2.6029 -1.8778 0.0 0.0 0.0 1.159
C -1.9294 1.8878 -3.0843 0.0 0.0 -0.1 -0.336
C -1.2160 0.8803 -2.5715 -0.1 -0.1 0.1 -0.253
N -1.4374 0.6171 -1.2156 0.3 0.1 0.1 -0.101
H -9.8929 1.0512 -0.3354 0.0 0.0 0.0 0.111
H -9.7232 -0.0749 0.9336 0.0 0.0 0.0 0.110
H -8.0803 2.4884 -1.0451 0.0 0.0 0.0 0.122
H -5.8030 3.3108 -0.6079 0.0 0.0 0.0 0.111
H -5.3788 0.4560 2.5743 0.0 0.0 0.0 0.119
H -7.6544 -0.3677 2.1434 0.0 0.0 0.0 0.120
H -1.9261 2.2534 -4.0985 0.0 0.0 0.0 0.089
H -0.5410 0.2548 -3.1290 0.0 0.0 0.0 0.085
C -1.4087 -0.4423 2.9794 0.1 0.1 0.0 -0.126
O -0.8786 -0.4039 1.6639 -0.1 0.1 -0.2 -0.591
H -2.0531 0.4211 3.1546 0.0 0.0 0.0 0.074
H -0.5975 -0.3990 3.7087 0.0 0.0 0.0 0.089
H -1.9818 -1.3577 3.1281 0.0 0.0 0.0 0.092
H -2.2590 0.8057 1.1624 0.0 -0.1 0.0 0.060
```
Forces are in eV/Å.

Computed properties:
Strongest force on any atom = 0.73 eV/Å
Calculated total energy = -243738.2062 eV
Gap between HOMO and LUMO = 6.13 eV
Energy above the lowest of the compared OMol25 structures with the same formula, charge and spin = 14.6 kcal per mole
Total charge = +2
Spin multiplicity = 1

=====

HOMO level values (in eV) by entry order: -10.202, -11.052, -12.577.